No. 1
109
Properties=species:S:1:pos:R:3 method="wB97M-V/def2-TZVPD" e_above_lowest_ev=0.3396 total_charge=-2 orbital_gap_ev=5.50
Pd 1.5642 -1.9826 0.6092
O 2.8960 -3.4915 4.2992
C 2.6408 -2.9150 3.2243
N 1.4754 -2.5442 2.7446
C 0.2713 -2.8947 3.4406
C -0.7355 -3.4460 2.4645
C -2.0804 -3.5863 2.8004
C -2.9508 -4.1715 1.8989
C -2.4553 -4.5579 0.6617
C -1.1135 -4.3435 0.3998
N -0.2651 -3.8148 1.2712
C 3.7288 -2.4822 2.2679
C 4.7955 -1.7204 2.7203
C 5.6695 -1.1607 1.8038
C 5.4710 -1.4354 0.4607
C 4.4253 -2.2660 0.0996
N 3.5435 -2.7659 0.9668
H -0.1591 -2.0174 3.9511
H 0.4958 -3.6583 4.2086
H -2.4286 -3.2639 3.7710
H -3.9897 -4.3394 2.1578
H -3.0927 -5.0267 -0.0748
H -0.6912 -4.6258 -0.5563
H 4.8806 -1.5382 3.7814
H 6.4656 -0.5021 2.1264
H 6.0968 -1.0021 -0.3070
H 4.2831 -2.5419 -0.9401
C 1.8385 -4.0002 -2.3980
Ge 1.5643 -2.0964 -1.7241
C -0.1004 -1.7647 -2.7979
C -0.1341 -1.5171 -4.1623
C -1.3375 -1.3830 -4.8339
C -2.5351 -1.4867 -4.1449
C -2.5209 -1.7481 -2.7835
C -1.3116 -1.8772 -2.1220
C 3.0436 -1.1554 -2.7646
C 3.7561 -1.7847 -3.7569
C 4.9059 -1.2248 -4.3328
C 5.3692 -0.0129 -3.9089
C 4.6736 0.6935 -2.9065
C 5.1089 1.9584 -2.4613
C 4.4066 2.6504 -1.5144
C 3.2350 2.1030 -0.9753
C 2.8043 0.8673 -1.3698
C 3.4994 0.1231 -2.3422
H 1.6423 -4.0740 -3.4656
H 1.1560 -4.6756 -1.8851
H 2.8515 -4.3461 -2.1995
H 0.7988 -1.4330 -4.7070
H -1.3451 -1.2011 -5.9031
H -3.4774 -1.3693 -4.6703
H -3.4545 -1.8384 -2.2397
H -1.2845 -2.0598 -1.0513
H 3.4400 -2.7586 -4.1019
H 5.4395 -1.7736 -5.1028
H 6.2659 0.4221 -4.3380
H 6.0167 2.3762 -2.8833
H 4.7524 3.6222 -1.1792
H 2.6662 2.6661 -0.2500
H 1.9072 0.4466 -0.9403
C -7.9439 2.7667 -0.1080
C -6.5248 2.2973 0.0685
C -6.0218 1.9440 1.3086
C -4.7141 1.4969 1.4604
C -4.2644 1.0767 2.8333
C -3.8366 1.4132 0.3736
Te -1.7529 0.4097 0.6952
N 0.3824 -0.3853 1.0088
C 1.2978 0.2596 1.6755
O 2.5457 0.1491 1.5005
C 0.9457 1.1675 2.8228
C 1.8786 2.1394 3.1787
C 1.7643 2.8322 4.3680
C 0.7093 2.5620 5.2263
C -0.2233 1.5956 4.8830
C -0.1055 0.9003 3.6912
C -0.8457 1.9825 -0.4276
C -0.3060 1.6943 -1.6706
C 0.2289 2.6874 -2.4723
C 0.2521 3.9923 -2.0154
C -0.2613 4.2856 -0.7639
C -0.8157 3.2962 0.0378
C -1.4024 3.6491 1.3685
C -4.3574 1.7748 -0.8749
C -3.5021 1.6974 -2.1014
C -5.6731 2.1922 -1.0183
H -8.4294 2.9054 0.8567
H -8.5238 2.0390 -0.6793
H -7.9760 3.7134 -0.6500
H -6.6682 2.0077 2.1776
H -5.0409 1.2807 3.5717
H -3.3482 1.5921 3.1195
H -4.0435 0.0091 2.8413
H 2.7172 2.3034 2.5171
H 2.5126 3.5711 4.6379
H 0.6281 3.0898 6.1698
H -1.0388 1.3713 5.5597
H -0.8138 0.1235 3.4391
H -0.3276 0.6773 -2.0347
H 0.6226 2.4411 -3.4496
H 0.6683 4.7822 -2.6292
H -0.2345 5.3086 -0.4032
H -1.1944 4.6866 1.6287
H -0.9890 2.9974 2.1380
H -2.4814 3.4917 1.3420
H -3.0477 0.7109 -2.1849
H -2.6924 2.4209 -2.0500
H -4.0821 1.9035 -3.0009
H -6.0480 2.4395 -2.0053

***

No. 2
31
Properties=species:S:1:pos:R:3 method="wB97M-V/def2-TZVPD" e_above_lowest_ev=0.2578 total_charge=+2 orbital_gap_ev="4.05 / 8.32"
Pb 0.8788 0.8339 -0.4273
C -1.4382 -4.0599 -0.3199
C -0.7654 -2.8189 0.1564
N -0.5296 -1.7552 -0.5005
O -0.8755 -1.5549 -1.7804
C -0.2961 -2.8130 1.5867
C -0.3992 -4.0098 2.4729
N 0.1947 -1.7545 2.0201
O 0.5489 -0.6249 1.8939
H -1.7571 -3.9555 -1.3562
H -2.3208 -4.2791 0.2793
H -0.7589 -4.9108 -0.2656
H -1.3509 -2.3092 -2.1884
H -0.9321 -4.8280 2.0050
H -0.9086 -3.7470 3.3990
H 0.5982 -4.3572 2.7421
N 1.8058 2.9362 0.4633
C 2.1075 3.8646 -0.6459
C 0.9229 3.9277 -1.6012
N 0.6564 2.5907 -2.1701
H 1.1135 3.3624 1.0770
H 2.6465 2.8010 1.0213
H 2.9905 3.4944 -1.1707
H 2.3190 4.8712 -0.2742
H 1.1305 4.6556 -2.3900
H 0.0314 4.2499 -1.0618
H 1.3222 2.4014 -2.9163
H -0.2689 2.5776 -2.5917
S -3.5327 2.0571 1.3666
C -2.1010 1.7053 0.8066
N -1.0320 1.4486 0.3701

***

No. 3
13
Properties=species:S:1:pos:R:3 method="wB97M-V/def2-TZVPD" e_above_lowest_ev=2.6136 s2=0.76 total_charge=-1 orbital_gap_ev="2.28 / 4.66" spin_multiplicity=2
C -1.6363 3.5144 -0.7216
O -1.0393 3.5569 0.5300
H -1.4455 4.3662 -1.3703
H -1.3262 2.6664 -1.3541
H -2.7237 3.4099 -0.7456
H -1.5745 3.2977 1.2527
C 1.6232 -2.0160 -0.0006
C 1.1672 -3.3149 0.1129
O 1.8749 -4.2025 1.0132
H 1.8505 -1.5057 -0.9403
H 1.7307 -1.4914 0.9522
H 0.2644 -3.7108 -0.3546
H 1.2346 -4.5702 1.6260

***

No. 4
54
Properties=species:S:1:pos:R:3 method="wB97M-V/def2-TZVPD" e_above_lowest_ev=0.0000 total_charge=+1 orbital_gap_ev=4.95
C -2.9494 -1.0632 1.9865
C -1.4612 -1.0705 2.0134
C -0.7979 0.0805 2.0851
C 0.6940 0.1996 2.1216
C 1.4101 -1.0951 1.6905
C 0.7403 -2.3279 2.3173
C -0.7530 -2.3995 1.9423
H -3.3518 -2.0738 1.9020
H -3.3522 -0.6209 2.8984
H -3.3213 -0.4860 1.1391
H -1.3751 0.9901 2.1118
H 1.0123 1.0400 1.4896
H 1.0058 0.4656 3.1401
H 1.3795 -1.1835 0.5968
H 2.4788 -1.0581 1.9479
H 1.2629 -3.2489 2.0189
H 0.8407 -2.2802 3.4094
H -1.2759 -3.1148 2.5911
H -0.8585 -2.7982 0.9254
C -1.9588 10.7526 6.8998
C -2.4655 10.5891 5.6249
C -2.9327 9.3607 5.2203
C -2.8994 8.2680 6.0896
O -3.2711 6.9617 5.6701
C -2.3940 6.3037 4.7756
C -1.5344 5.2919 5.2345
C -0.6110 4.7262 4.4041
C -0.4819 5.1219 3.0461
C 0.5034 4.4776 2.2686
C 0.9207 4.5803 0.9095
C 1.9730 3.7347 0.4946
C 2.4201 3.7197 -0.8031
C 1.8464 4.5499 -1.7453
C 0.8321 5.4102 -1.3681
C 0.3748 5.4334 -0.0721
C -1.3743 6.1228 2.5945
C -2.3004 6.6805 3.4267
C -2.4206 8.4599 7.3873
C -1.9505 9.6891 7.7828
H -1.5822 11.7141 7.2097
H -2.5004 11.4270 4.9485
H -3.3324 9.2298 4.2315
H -1.6010 4.9980 6.2664
H 0.0442 3.9603 4.7825
H 1.0464 3.7237 2.8157
H 2.4363 3.0906 1.2229
H 3.2245 3.0607 -1.0871
H 2.1924 4.5315 -2.7659
H 0.4010 6.0719 -2.0999
H -0.4033 6.1265 0.1673
H -1.3427 6.4650 1.5815
H -2.9793 7.4258 3.0570
H -2.4070 7.6192 8.0581
H -1.5749 9.8247 8.7831

***

No. 5
48
Properties=species:S:1:pos:R:3 method="wB97M-V/def2-TZVPD" e_above_lowest_ev=0.0266 total_charge=+1 orbital_gap_ev=8.75
Sc 0.3739 0.3889 -1.7257
O 1.9448 -3.1880 -3.4698
C 1.6370 -1.9552 -3.1653
O 1.0604 -1.6453 -2.1303
C 2.0823 -0.9440 -4.1834
O 1.5042 0.3112 -3.8831
C 0.5725 0.8159 -4.8846
C -0.8740 0.7262 -4.4017
O -1.7695 1.0316 -5.1341
O -0.9762 0.3177 -3.1494
H 1.6600 -3.7793 -2.7491
H 3.1730 -0.8826 -4.1360
H 1.8111 -1.2954 -5.1786
H 0.8297 1.8562 -5.0648
H 0.6957 0.2638 -5.8135
O -0.5391 -0.4442 0.0074
C -0.0878 0.0684 1.3410
C 1.0017 1.1082 0.9953
O 1.3827 1.9022 1.8050
O 1.4788 0.9796 -0.2391
C 0.5866 -1.0721 2.0915
C 1.2458 -2.0957 1.4199
C 1.9024 -3.0880 2.1348
C 1.9251 -3.0528 3.5205
C 1.2855 -2.0210 4.1922
C 0.6167 -1.0362 3.4820
C -1.3168 0.5955 2.0539
C -1.4814 1.9158 2.4518
C -2.6567 2.3100 3.0808
C -3.6741 1.3998 3.3119
C -3.5134 0.0751 2.9242
C -2.3376 -0.3208 2.3125
H -1.2223 -1.1192 0.1249
H 1.2518 -2.1325 0.3393
H 2.4038 -3.8865 1.6034
H 2.4420 -3.8246 4.0752
H 1.3037 -1.9780 5.2729
H 0.1222 -0.2368 4.0181
H -0.6891 2.6325 2.2984
H -2.7681 3.3391 3.3962
H -4.5849 1.7156 3.8031
H -4.2947 -0.6482 3.1154
H -2.2085 -1.3719 2.0686
Cl 1.0492 3.1133 -2.5229
C -0.2822 3.8117 -1.5560
Cl -1.3757 2.5519 -0.9396
H -0.8530 4.4659 -2.2017
H 0.1626 4.3223 -0.7115

***

No. 6
14
Properties=species:S:1:pos:R:3 method="wB97M-V/def2-TZVPD" e_above_lowest_ev=6.3138 smiles="OC1[C@@H]2OC=CO[C@@H]12" total_charge=0 orbital_gap_ev=8.94
O -0.6823 -1.6892 -2.0949
C -0.3764 -1.4624 -0.8418
C -0.7506 -0.1802 0.0869
O -1.3353 1.2089 0.2563
C -0.3116 1.8778 0.9831
C 0.9475 1.2831 1.0817
O 1.4693 0.0202 0.6468
C 0.4708 -0.2160 -0.3602
H -0.2293 -2.5035 -2.3278
H -0.1944 -2.3893 -0.2091
H -0.6946 -0.7780 1.0904
H -0.7660 2.9350 1.2863
H 1.8325 1.6968 1.6983
H 0.6204 0.1968 -1.2961